# 1
{
  "formula": "C17H32NO6S2",
  "method": "the ωB97M-V functional and the def2-TZVPD basis",
  "charge": 1,
  "total_energy_ev": -53580.1258,
  "lumo_ha": -0.184,
  "homo_lumo_gap_ev": 6.62,
  "elements": ["O", "C", "C", "C", "C", "C", "C", "C", "C", "O", "C", "N", "H", "H", "H", "H", "H", "H", "H", "H", "H", "H", "H", "H", "H", "H", "H", "H", "C", "C", "C", "S", "O", "O", "C", "H", "H", "H", "H", "H", "H", "H", "H", "C", "C", "C", "S", "O", "O", "C", "H", "H", "H", "H", "H", "H", "H", "H"],
  "positions_angstrom": [[1.35696, -1.33348, 1.07877], [1.31097, -1.93797, -0.11994], [1.46223, -3.59240, -0.31581], [0.02679, -4.32304, -0.02226], [-1.17351, -4.28416, -1.13878], [-2.34411, -4.94112, -0.14053], [-3.78807, -5.36714, -0.83634], [-4.89068, -4.15391, -0.50544], [-6.38770, -4.85884, -0.36106], [-6.80361, -4.82474, 1.07992], [-1.36411, -6.18301, 0.40452], [-0.02562, -5.76960, 0.41811], [1.16099, -1.29882, -1.11343], [2.25155, -3.91687, 0.50944], [1.81363, -3.79683, -1.41287], [-0.33922, -3.76442, 0.96498], [-1.41851, -3.28232, -1.69136], [-0.75712, -5.00153, -1.99795], [-2.52742, -4.12513, 0.71152], [-3.68597, -5.55396, -1.98939], [-4.14152, -6.38178, -0.32746], [-4.90440, -3.34370, -1.36043], [-4.67255, -3.62511, 0.52756], [-7.21471, -4.29246, -1.00776], [-6.26911, -5.96898, -0.75294], [-6.83477, -3.82672, 1.27712], [-1.67336, -7.26421, 0.73161], [0.77432, -6.38958, 0.69247], [4.58902, 2.75536, -0.66105], [3.30778, 2.19997, -0.04090], [2.32789, 1.92616, -1.18059], [3.32335, 1.58307, -2.62385], [3.10841, 2.63711, -3.59284], [3.20146, 0.17968, -2.96460], [4.90244, 1.84855, -1.84181], [5.41242, 2.77692, 0.05879], [4.41660, 3.78050, -1.01005], [3.53300, 1.26410, 0.48480], [2.87917, 2.89217, 0.69057], [1.69112, 1.06436, -0.96530], [1.70948, 2.80191, -1.39579], [5.60107, 2.29403, -2.55206], [5.27609, 0.87726, -1.50411], [0.15052, 7.39381, 1.37455], [-0.50734, 6.64309, 2.53137], [-0.35031, 5.14848, 2.25651], [1.13208, 4.97402, 1.27480], [0.76074, 4.48975, -0.03811], [2.16093, 4.33840, 2.07350], [1.49382, 6.71469, 1.15299], [0.27013, 8.45819, 1.59689], [-0.46941, 7.30281, 0.47464], [-0.00006, 6.90104, 3.46895], [-1.56152, 6.91536, 2.64307], [-0.24182, 4.57837, 3.18264], [-1.18991, 4.75813, 1.67482], [1.93265, 6.93796, 0.17905], [2.19879, 6.96657, 1.95088]],
  "nbo_charge": [-0.503, 0.392, -0.519, -0.067, -0.419, -0.274, -0.426, -0.445, -0.079, -0.718, 0.290, -0.471, 0.187, 0.264, 0.252, 0.235, 0.275, 0.236, 0.278, 0.245, 0.229, 0.231, 0.215, 0.195, 0.193, 0.466, 0.271, 0.466, -0.406, -0.420, -0.682, 2.165, -0.933, -0.970, -0.674, 0.228, 0.216, 0.201, 0.263, 0.230, 0.277, 0.258, 0.235, -0.408, -0.402, -0.682, 2.168, -0.952, -0.943, -0.677, 0.234, 0.218, 0.213, 0.231, 0.257, 0.249, 0.262, 0.246]
}

---

# 2
{
  "formula": "C14H21F6N2O12RbS4",
  "method": "the ωB97M-V functional and the def2-TZVPD basis",
  "e_above_lowest_kcal_mol": 0.0,
  "total_energy_ev": -102707.2916,
  "lumo_ha": -0.036,
  "homo_lumo_gap_ev": 8.93,
  "elements": ["Rb", "C", "F", "F", "F", "S", "O", "O", "N", "S", "O", "O", "C", "F", "F", "F", "C", "C", "C", "C", "C", "C", "N", "O", "O", "H", "H", "H", "H", "H", "O", "S", "O", "O", "C", "C", "C", "H", "H", "H", "H", "H", "H", "H", "H", "O", "S", "O", "O", "C", "C", "C", "H", "H", "H", "H", "H", "H", "H", "H"],
  "positions_angstrom": [[-10.71333, 7.95824, -4.42301], [-11.99858, 11.34058, -4.16108], [-11.44520, 10.58841, -3.19606], [-13.02436, 10.66160, -4.68961], [-12.39984, 12.47898, -3.62223], [-10.78808, 11.75346, -5.52412], [-11.59078, 11.93263, -6.68410], [-10.08281, 12.88277, -5.00781], [-9.89079, 10.36696, -5.58098], [-8.50612, 10.82099, -6.26182], [-8.65176, 11.60837, -7.44276], [-7.50463, 11.19622, -5.32500], [-7.86625, 9.23120, -6.93212], [-6.56315, 9.40084, -7.19982], [-7.97389, 8.23802, -6.01948], [-8.48830, 8.84924, -8.05505], [-7.69037, 4.55792, -8.34936], [-8.89993, 4.60346, -7.66065], [-8.91647, 4.99719, -6.33908], [-7.72360, 5.31845, -5.71902], [-6.51786, 5.28957, -6.38822], [-6.50238, 4.92629, -7.72421], [-7.73706, 5.70700, -4.31454], [-8.82455, 6.01636, -3.82623], [-6.69428, 5.72736, -3.72142], [-7.69749, 4.31080, -9.40440], [-9.83809, 4.37943, -8.15156], [-9.82795, 5.01873, -5.75892], [-5.59987, 5.54243, -5.87636], [-5.56467, 4.89763, -8.26022], [-11.35720, 7.34001, -7.23153], [-11.68672, 6.98609, -8.57927], [-12.04487, 5.65708, -8.91153], [-12.89989, 7.87763, -9.00901], [-12.85729, 9.29151, -8.65873], [-13.74511, 10.01481, -9.62469], [-10.40242, 7.50980, -9.65342], [-11.83680, 9.67323, -8.64268], [-13.23900, 9.40788, -7.64295], [-13.56906, 9.68136, -10.64660], [-13.63064, 11.09365, -9.54371], [-14.79067, 9.80158, -9.38961], [-9.48273, 7.01135, -9.35368], [-10.24314, 8.58076, -9.56614], [-10.68908, 7.23347, -10.66404], [-7.41095, 9.23814, -0.96401], [-8.67847, 9.75937, -1.26938], [-9.64480, 8.89991, -1.89798], [-9.28639, 10.25786, 0.10870], [-10.68349, 10.60322, 0.13574], [-11.08160, 10.75784, 1.59543], [-8.47937, 11.23810, -2.18991], [-11.25582, 9.80217, -0.33067], [-10.85844, 11.52915, -0.41608], [-10.58690, 11.62270, 2.03048], [-10.84808, 9.84480, 2.13889], [-12.16233, 10.89478, 1.66281], [-8.17174, 10.93900, -3.19238], [-7.74977, 11.87497, -1.70167], [-9.42234, 11.77795, -2.25714]],
  "nbo_charge": [0.953, 0.726, -0.330, -0.318, -0.294, 2.209, -0.921, -0.918, -1.255, 2.239, -0.923, -0.930, 0.717, -0.303, -0.341, -0.321, -0.179, -0.239, -0.137, 0.003, -0.181, -0.205, 0.540, -0.455, -0.318, 0.223, 0.243, 0.230, 0.252, 0.228, -1.000, 2.430, -0.928, -0.719, -0.076, -0.632, -0.911, 0.199, 0.199, 0.218, 0.236, 0.215, 0.262, 0.259, 0.255, -0.915, 2.421, -1.004, -0.716, -0.077, -0.622, -0.916, 0.197, 0.178, 0.217, 0.222, 0.217, 0.291, 0.260, 0.244]
}

---

# 3
{
  "formula": "CH4NO2",
  "method": "the ωB97M-V functional and the def2-TZVPD basis",
  "charge": 1,
  "e_above_lowest_kcal_mol": 153.6,
  "total_energy_ev": -6673.2315,
  "lumo_ha": [-0.206, -0.207],
  "homo_lumo_gap_ev": [9.68, 9.19],
  "elements": ["C", "N", "O", "O", "H", "H", "H", "H"],
  "positions_angstrom": [[0.27783, 0.33210, -0.16897], [-0.62166, -0.68410, 0.00476], [1.48932, 1.91305, 0.56216], [0.68924, 0.97326, 0.78805], [0.65592, 0.45648, -1.20828], [-1.06473, -0.69408, 0.93911], [-0.11939, -1.50887, -0.12545], [-1.30653, -0.78785, -0.79137]],
  "nbo_charge": [0.307, -0.700, -0.256, 0.006, 0.227, 0.483, 0.454, 0.479]
}

---

# 4
{
  "formula": "C5H14N2",
  "method": "the ωB97M-V functional and the def2-TZVPD basis",
  "e_above_lowest_kcal_mol": 40.4,
  "total_energy_ev": -8390.8690,
  "lumo_ha": 0.034,
  "smiles": "C=NCC.CNC",
  "homo_lumo_gap_ev": 9.92,
  "elements": ["C", "N", "C", "C", "H", "H", "H", "H", "H", "H", "H", "C", "N", "C", "H", "H", "H", "H", "H", "H", "H"],
  "positions_angstrom": [[1.29546, -2.83693, -0.17929], [1.60688, -1.93606, -1.03818], [0.55975, -0.96475, -1.37407], [0.59924, -0.67150, -2.87295], [0.30396, -2.94206, 0.25284], [2.06633, -3.54295, 0.13285], [-0.45037, -1.29996, -1.08085], [0.75898, -0.05534, -0.85871], [-0.14166, 0.08154, -3.14419], [1.59553, -0.30679, -3.17636], [0.41810, -1.61436, -3.43431], [-1.76542, 1.30680, 2.42483], [-0.32832, 1.30790, 2.10377], [-0.05273, 2.12738, 0.90967], [-2.08833, 2.33844, 2.74080], [-2.41431, 0.98346, 1.58995], [-1.92931, 0.61543, 3.25283], [-0.03267, 0.38054, 1.93031], [-0.67585, 1.82900, 0.02156], [0.97827, 2.03677, 0.64518], [-0.30353, 3.16343, 1.15432]],
  "nbo_charge": [-0.068, -0.380, -0.256, -0.606, 0.142, 0.175, 0.164, 0.197, 0.208, 0.215, 0.207, -0.420, -0.612, -0.417, 0.192, 0.162, 0.200, 0.345, 0.156, 0.201, 0.194]
}

---

# 5
{
  "formula": "C23H22Co2NO7",
  "method": "the ωB97M-V functional and the def2-TZVPD basis",
  "charge": -1,
  "e_above_lowest_kcal_mol": 43.3,
  "total_energy_ev": -115278.7548,
  "lumo_ha": 0.082,
  "homo_lumo_gap_ev": 5.84,
  "elements": ["C", "C", "C", "C", "N", "C", "C", "O", "C", "C", "H", "H", "H", "H", "H", "H", "H", "H", "H", "H", "H", "H", "H", "H", "H", "O", "C", "Co", "C", "O", "C", "O", "C", "C", "C", "C", "C", "C", "C", "C", "C", "Co", "C", "O", "C", "O", "C", "O", "H", "H", "H", "H", "H", "H", "H"],
  "positions_angstrom": [[0.34216, -0.48844, -1.18334], [1.29377, -0.94866, -0.13633], [1.06674, -2.26712, 0.52106], [2.56476, -0.36003, -0.03039], [3.73774, -1.04281, -0.12352], [4.96641, -0.23316, 0.05794], [6.19803, -1.12178, 0.24771], [6.28011, -2.13652, -0.76960], [5.16584, -3.01642, -0.76189], [3.82010, -2.31084, -0.85275], [-0.70795, -0.45172, -0.85137], [0.62240, 0.50785, -1.54694], [0.32409, -1.16206, -2.06118], [-0.00836, -2.50913, 0.49154], [1.58797, -3.05276, -0.05387], [1.46176, -2.27638, 1.55379], [2.71633, 0.72433, 0.06203], [5.13394, 0.42623, -0.81824], [4.83223, 0.38508, 0.95434], [7.12780, -0.54949, 0.09081], [6.20946, -1.58127, 1.26286], [5.27332, -3.65338, -1.65415], [5.17443, -3.62434, 0.16448], [3.14232, -3.04260, -0.42247], [3.51230, -2.19900, -1.90939], [-2.66860, -2.66667, -0.49940], [-2.39098, -1.93274, 0.35706], [-1.95239, -0.83476, 1.62030], [-3.20703, -0.52085, 2.77089], [-3.95319, -0.21452, 3.60901], [-0.63490, -1.05669, 2.73858], [0.11364, -1.38317, 3.56585], [-2.38504, 1.74116, 0.25230], [-3.78130, 1.49739, 0.01831], [-4.24951, 0.67793, -1.04218], [-5.60246, 0.65970, -1.37319], [-6.52775, 1.41216, -0.65460], [-6.10100, 2.13838, 0.45889], [-4.75457, 2.16787, 0.80675], [-1.18345, 1.47395, 0.79865], [-0.28452, 1.05188, 1.78666], [-1.06072, 2.49735, -0.71250], [-1.41549, 2.11158, -2.45715], [-1.44957, 2.05762, -3.61166], [0.61545, 2.89536, -0.54762], [1.71476, 3.21509, -0.36536], [-1.35377, 4.15791, -0.89474], [-1.42630, 5.29918, -1.06818], [-3.52388, 0.09306, -1.61136], [-5.93289, 0.07909, -2.22895], [-7.57152, 1.43128, -0.95741], [-6.81416, 2.73485, 1.02715], [-4.40224, 2.72724, 1.67894], [0.77837, 0.97920, 1.51056], [-0.43272, 1.49463, 2.79326]],
  "nbo_charge": [-0.637, -0.086, -0.661, 0.007, -0.431, -0.234, -0.075, -0.537, -0.068, -0.239, 0.211, 0.218, 0.203, 0.241, 0.174, 0.220, 0.177, 0.181, 0.209, 0.192, 0.165, 0.194, 0.157, 0.209, 0.182, -0.567, 0.423, -0.046, 0.457, -0.558, 0.464, -0.601, -0.016, -0.119, -0.146, -0.213, -0.241, -0.212, -0.194, -0.261, -0.407, -0.092, 0.486, -0.544, 0.532, -0.560, 0.502, -0.554, 0.215, 0.206, 0.203, 0.206, 0.215, 0.228, 0.223]
}

---

# 6
{
  "formula": "CH7NSi",
  "method": "the ωB97M-V functional and the def2-TZVPD basis",
  "e_above_lowest_kcal_mol": 48.8,
  "total_energy_ev": -10516.2904,
  "lumo_ha": 0.037,
  "homo_lumo_gap_ev": 9.77,
  "elements": ["C", "N", "Si", "H", "H", "H", "H", "H", "H", "H"],
  "positions_angstrom": [[1.28287, -0.10154, -0.26060], [0.12943, 0.70145, 0.07669], [-1.35810, -0.21834, 0.36751], [1.01666, -0.89154, -0.91122], [1.91056, 0.65755, -0.74143], [1.77919, -0.55917, 0.69803], [0.00102, 1.75409, -0.64953], [-1.16164, -1.26839, -0.63248], [-2.69156, 0.51927, 0.29221], [-0.90844, -0.59339, 1.76082]],
  "nbo_charge": [-0.419, -1.058, 1.067, 0.173, 0.210, 0.187, 0.373, -0.204, -0.156, -0.174]
}

---

Please write out number 6 again, unchanged.
{
  "formula": "CH7NSi",
  "method": "the ωB97M-V functional and the def2-TZVPD basis",
  "e_above_lowest_kcal_mol": 48.8,
  "total_energy_ev": -10516.2904,
  "lumo_ha": 0.037,
  "homo_lumo_gap_ev": 9.77,
  "elements": ["C", "N", "Si", "H", "H", "H", "H", "H", "H", "H"],
  "positions_angstrom": [[1.28287, -0.10154, -0.26060], [0.12943, 0.70145, 0.07669], [-1.35810, -0.21834, 0.36751], [1.01666, -0.89154, -0.91122], [1.91056, 0.65755, -0.74143], [1.77919, -0.55917, 0.69803], [0.00102, 1.75409, -0.64953], [-1.16164, -1.26839, -0.63248], [-2.69156, 0.51927, 0.29221], [-0.90844, -0.59339, 1.76082]],
  "nbo_charge": [-0.419, -1.058, 1.067, 0.173, 0.210, 0.187, 0.373, -0.204, -0.156, -0.174]
}